# 1
A structure of composition C18H39AlCrN3O29S2. Source: the OMol25 dataset; level of theory: wB97M-V/def2-TZVPD.

The geometry in XYZ format:
```
93
Properties=species:S:1:pos:R:3:forces:R:3
Cr -10.22845 -18.48613 10.60462 -0.3 -1.5 -2.5
Al -13.02813 -20.91700 8.17707 0.7 0.2 -0.5
S -9.80925 -19.23364 8.10703 -1.6 -1.7 -2.9
O -9.63469 -17.92227 8.74866 0.7 2.1 2.0
O -10.26662 -20.03466 9.26583 -0.3 -0.6 5.0
O -10.96890 -19.26489 7.24908 -0.2 0.6 -0.9
O -8.62990 -19.80308 7.56660 1.3 0.0 -0.5
S -12.65103 -19.44943 11.46753 -0.7 1.5 0.4
O -11.28875 -19.46217 12.02930 1.5 0.3 0.8
O -12.47242 -18.76807 10.18830 1.1 1.7 -2.0
O -13.10690 -20.73741 11.02402 -0.7 -2.4 0.0
O -13.63583 -18.75433 12.23158 -0.2 -0.1 0.9
C -5.48934 -17.70704 12.95088 -0.2 0.2 -0.2
O -6.74820 -18.00387 12.35288 -2.5 -2.4 -2.1
C -7.19810 -19.22956 11.91729 2.7 1.4 0.8
O -8.25743 -19.27031 11.28721 -0.3 -0.2 0.4
O -6.32698 -20.26652 12.17286 -2.2 3.2 -0.8
C -6.79442 -21.58474 11.94368 -0.8 -1.3 -0.3
H -5.71678 -17.86367 14.00531 1.3 -0.1 0.1
H -5.33903 -16.65278 12.71843 -0.2 0.0 0.4
H -4.68896 -18.21112 12.40922 0.0 -0.5 0.8
H -6.47148 -22.03689 11.00594 1.1 0.3 0.2
H -7.86400 -21.67801 11.75551 -0.2 0.5 0.8
H -6.46025 -22.12036 12.83224 -0.2 -0.3 -0.4
C -16.96934 -17.52959 6.54986 0.2 -0.2 0.3
O -15.80252 -16.82828 6.10438 2.8 -0.8 0.5
C -14.51901 -17.34772 6.44305 -3.4 -0.4 0.3
O -14.36606 -18.35001 7.14984 0.4 2.1 -1.5
O -13.63858 -16.52870 5.86804 -3.9 0.2 -0.7
C -12.36479 -16.78338 6.11121 5.4 -1.1 1.4
H -16.82778 -17.94096 7.54927 0.1 0.0 0.0
H -17.21779 -18.34484 5.87034 0.0 0.1 -0.1
H -17.77585 -16.79697 6.58002 0.2 -0.1 -0.1
H -12.06197 -17.82559 6.01016 -0.5 -0.1 0.5
H -12.04693 -16.37760 7.07163 -0.3 -0.6 0.8
H -11.56091 -16.31244 5.54545 -1.1 0.8 -1.3
C -13.77264 -15.57918 10.85406 1.2 -0.3 0.2
O -12.79863 -14.76192 10.14678 0.8 0.3 -0.3
C -11.58647 -15.22249 9.86733 -0.3 1.2 -0.7
O -11.16277 -16.32411 10.23924 0.3 0.8 0.1
O -10.91986 -14.27340 9.08837 -3.4 -2.1 2.9
C -9.70256 -14.71239 8.55909 0.4 0.4 -0.3
H -14.54843 -14.91532 11.23557 0.0 -0.1 -0.7
H -13.29750 -16.02415 11.72832 0.1 -0.1 0.0
H -14.05152 -16.37734 10.16611 -0.6 0.2 0.2
H -9.96841 -15.23929 7.64268 0.8 -0.3 0.0
H -9.21800 -15.30489 9.33513 0.5 0.0 -0.6
H -9.22431 -13.75504 8.35208 0.6 -0.5 -0.2
C -8.79669 -23.96380 7.82333 -0.6 0.4 -0.7
O -9.00020 -24.02545 9.24654 -1.2 0.7 -0.1
C -10.01583 -23.33812 9.83998 -0.5 1.0 -0.6
O -11.06453 -22.86765 9.33418 3.2 -1.6 1.8
O -9.55148 -23.20045 11.12354 0.9 -1.6 -1.9
C -10.35351 -22.75678 12.16708 -2.9 0.5 -1.3
H -8.43174 -22.98413 7.51483 0.2 0.0 0.4
H -9.68396 -24.06910 7.19902 -0.4 -0.3 0.6
H -8.10387 -24.75332 7.53221 0.0 0.1 0.4
H -9.99655 -23.01856 13.16315 0.6 0.7 -0.4
H -11.33353 -23.22336 12.06716 -0.2 -0.5 0.3
H -10.63170 -21.76729 11.80429 0.4 0.8 1.6
C -8.06595 -22.57817 4.26336 1.1 1.8 0.6
O -9.09178 -22.36446 5.24571 -1.5 0.1 0.5
C -10.12748 -21.49069 5.10066 -1.6 -1.4 -1.2
O -11.20685 -21.61006 5.69300 2.9 0.6 -0.8
O -9.88866 -20.68716 4.03599 0.7 -1.0 0.8
C -10.72051 -19.60505 3.77148 -0.9 2.3 0.6
H -7.38787 -21.72696 4.32456 -0.1 0.5 -0.3
H -8.39848 -22.62335 3.22631 -0.2 -0.6 0.3
H -7.39156 -23.33501 4.66397 -0.8 -0.7 -0.4
H -10.73916 -19.27160 2.73391 0.0 -1.0 -0.2
H -10.31592 -18.71395 4.25143 0.3 0.0 0.4
H -11.71718 -19.67985 4.20638 -0.1 -0.6 -0.3
C -6.11541 -21.54778 8.08677 -0.7 0.4 -0.6
N -4.69073 -21.43477 8.51887 -0.8 0.1 1.0
O -4.13373 -22.50661 8.66979 0.6 1.1 -0.1
O -4.28932 -20.29708 8.81952 -0.2 -1.9 -0.6
H -6.78459 -21.37388 8.92943 0.3 0.4 0.1
H -6.39281 -22.53964 7.72992 0.8 0.1 -0.1
H -6.30585 -20.79417 7.32262 0.0 0.0 0.2
C -6.37902 -17.34970 8.88793 -2.0 0.0 0.9
N -5.76385 -16.29218 8.12280 2.8 2.6 -1.8
O -6.18147 -15.12339 8.06172 -0.3 -2.2 1.0
O -4.78632 -16.64387 7.45437 -1.0 -0.1 0.7
H -5.72438 -18.10458 9.32347 0.4 0.1 -1.0
H -7.10507 -17.67853 8.14442 0.0 -0.9 0.3
H -6.96845 -16.97291 9.72380 0.0 0.6 -0.2
C -7.12657 -18.40430 5.26902 -0.5 -1.2 -0.9
N -7.27891 -17.25806 4.30363 0.5 0.0 2.1
O -7.22023 -17.47810 3.14196 -0.1 -0.6 -2.0
O -7.41498 -16.16150 4.80260 -0.2 0.3 0.4
H -6.23699 -18.29460 5.88926 -0.5 0.5 0.2
H -7.03148 -19.33673 4.71257 0.5 0.3 -0.5
H -8.09475 -18.60901 5.72599 0.3 0.8 0.7
```
Forces are in eV/Å.

2S+1: 5
charge: +1
HOMO-LUMO gap (spin up / spin down): 6.689 / 4.949 eV
HOMO level (spin up / spin down): -12.853 / -12.845 eV

# 2
A structure of composition C18H39BrClCsIKLiN3O5. Source: the OMol25 dataset; level of theory: wB97M-V/def2-TZVPD.

The geometry in XYZ format:
```
71
Properties=species:S:1:pos:R:3:forces:R:3
C 1.02361 -0.33276 -6.51441 2.2 -2.0 4.5
C 1.95956 -0.51449 -5.19273 -2.0 -0.4 -0.9
C 2.09312 -2.02367 -4.62493 0.6 1.5 0.5
N 2.57857 0.59591 -4.70277 -4.2 -1.2 1.9
C 2.16312 0.89920 -3.29095 -0.8 -2.6 -1.9
I 4.09690 1.41801 -2.28233 4.0 -3.3 5.2
H 1.30717 -1.18954 -7.22738 -0.7 1.1 1.2
H 1.32742 0.69001 -7.06993 -1.0 -1.6 2.4
H -0.07401 -0.41906 -6.23276 1.3 0.3 -0.1
H 1.88475 -2.75727 -5.47555 0.2 1.1 1.4
H 3.15658 -2.13246 -4.20131 -1.4 -0.2 -0.6
H 1.39109 -2.16674 -3.73882 0.7 -0.1 -1.4
H 1.78561 -0.03331 -2.74059 0.5 0.9 -0.7
Li 5.17732 1.75068 0.18884 -0.2 -0.1 -0.2
C -0.46137 -2.53810 1.54466 0.0 0.0 0.0
C -0.67652 -2.20854 0.07170 -0.3 -0.2 0.3
C 0.59396 -1.70136 -0.61472 -0.1 0.6 0.4
C 1.06625 -0.44487 0.05334 0.8 1.6 0.7
N 1.42867 0.53881 0.58117 -0.7 -2.4 -1.4
H -0.17199 -1.65411 2.11804 0.0 -0.1 0.0
H -1.38300 -2.92202 1.98618 0.1 0.0 0.0
H 0.31657 -3.29765 1.66720 -0.1 0.0 0.0
H -1.46803 -1.45765 -0.01249 0.1 0.0 -0.1
H -1.02814 -3.10510 -0.44642 0.1 0.1 -0.1
H 0.39454 -1.49128 -1.66872 0.1 0.1 0.1
H 1.38565 -2.45376 -0.56262 0.0 0.1 0.1
Cl 1.42628 0.71671 -8.60067 1.3 2.2 -5.8
K 3.19030 3.03319 -3.96776 -2.6 4.8 -4.0
O 0.27819 -4.70658 -6.69285 0.1 0.3 0.0
H -0.40808 -4.09349 -6.98370 0.0 -0.1 0.0
H 1.10123 -4.28510 -6.97004 -0.2 -0.2 -0.1
C -2.05789 6.09854 -6.05819 0.0 0.0 0.0
C -1.57123 7.19773 -5.11946 -0.4 -0.2 -0.1
C -0.04884 7.36134 -5.13213 0.0 -0.6 0.3
C 0.60528 6.08742 -4.69088 1.1 -1.5 0.5
N 1.11245 5.08912 -4.34463 -1.0 2.4 -0.8
H -1.67334 5.11841 -5.76525 0.0 0.1 0.0
H -3.14799 6.03781 -6.03814 0.1 0.0 0.0
H -1.74718 6.29626 -7.08823 0.0 -0.1 0.1
H -1.91108 6.97327 -4.10382 0.1 0.1 0.0
H -2.03308 8.14493 -5.41087 0.2 0.0 0.1
H 0.24906 8.16659 -4.45633 0.1 -0.2 0.0
H 0.30240 7.61388 -6.13595 0.1 -0.1 0.1
Cs 4.81344 0.59045 -5.87727 1.8 -0.3 -1.5
C -4.90798 -2.98399 6.02770 1.6 -0.1 0.1
O -3.58663 -3.03991 6.58390 1.0 0.0 -0.6
C -2.76370 -3.99857 5.94223 -0.2 0.6 0.6
C -1.29755 -3.60034 6.04138 -0.1 -0.4 -0.2
O -0.93282 -2.54183 5.15145 0.0 0.2 0.2
C -1.41941 -1.24200 5.48730 0.2 0.0 -0.1
C -0.72990 -0.62763 6.70103 -0.6 -0.2 0.1
O -1.22601 -1.20339 7.90400 0.4 -0.1 0.0
C -0.27742 -1.17337 8.94990 -0.4 0.0 -0.2
H -5.43829 -3.90985 6.22733 0.4 0.0 -0.1
H -5.43207 -2.16398 6.49601 0.5 -0.1 0.1
H -4.86112 -2.79576 4.94709 0.0 -0.1 -0.1
H -3.03835 -4.09395 4.88383 0.0 0.0 0.0
H -2.92001 -4.96159 6.43986 0.1 -0.3 -0.1
H -0.69410 -4.46005 5.73081 0.0 0.1 -0.1
H -1.00523 -3.37172 7.06752 -0.2 0.1 0.0
H -2.50485 -1.24233 5.59346 0.0 -0.1 0.3
H -1.18788 -0.61446 4.62013 0.1 0.0 0.0
H -0.93989 0.44781 6.73874 0.1 0.1 -0.2
H 0.35333 -0.78086 6.61757 0.0 0.0 0.0
H 0.64693 -1.67943 8.64834 0.1 0.1 0.0
H -0.69645 -1.71080 9.80243 -0.1 0.1 -0.1
H -0.06438 -0.14124 9.24495 0.2 0.0 0.1
O 7.91309 3.80707 0.99531 -0.2 0.1 0.0
H 8.65680 3.91432 1.60070 -0.1 -0.1 -0.1
H 7.52233 4.68803 0.94738 0.1 -0.1 0.0
Br -7.51740 -2.95480 6.39851 -3.1 0.1 0.1
```
Forces are in eV/Å.

charge: 0
HOMO-LUMO gap: 1.482 eV
HOMO level: -4.157 eV

# 3
A cluster of 4 separate species, C18H39BrO11 in total. Source: the OMol25 dataset; level of theory: wB97M-V/def2-TZVPD.

The geometry in XYZ format:
```
69
Properties=species:S:1:pos:R:3:forces:R:3
C 2.65865 0.03937 4.33945 0.0 -0.5 0.1
C 1.58083 -0.99286 4.02140 0.3 0.0 0.2
O 1.94030 -2.19005 4.69543 0.3 -0.1 0.2
C 0.23971 -0.49124 4.46693 -0.1 0.3 -0.1
O -0.79190 -1.24174 3.81574 0.5 -0.4 0.2
C -2.05777 -1.07561 4.28258 -0.7 0.4 -0.6
O -2.22481 -1.38651 5.65103 -0.1 0.0 0.7
C -2.35077 -0.23386 6.38462 0.1 -0.5 2.2
O -2.50861 -0.21428 7.58499 0.4 0.1 -2.5
O -2.24809 0.83766 5.56019 -0.3 0.1 0.0
C -2.63083 0.33296 4.27585 0.3 0.6 0.2
Br -2.08747 1.42124 2.80440 0.0 0.1 0.2
H 3.19028 -0.30558 5.21383 0.2 -0.1 0.3
H 3.37612 0.10087 3.53672 0.2 0.2 -0.3
H 2.24284 1.00644 4.57526 -0.1 0.4 -0.2
H 1.56611 -1.19977 2.95781 -0.2 0.1 -0.4
H 1.16526 -2.73613 4.81656 -0.3 -0.3 -0.1
H 0.16520 -0.57530 5.54552 0.0 -0.2 0.3
H 0.13799 0.55600 4.21392 -0.1 0.3 -0.2
H -2.69992 -1.69058 3.66830 -0.1 -0.5 0.1
H -3.70827 0.33832 4.27669 -0.4 -0.2 -0.3
C 1.99618 1.75463 0.26861 0.0 0.0 0.0
O 1.86866 0.34420 0.33535 0.0 0.1 0.0
C 0.52101 -0.09662 0.28174 0.2 -0.2 0.1
C 0.14650 -0.61323 -1.08718 -0.2 0.1 -0.1
O 0.14979 0.42333 -2.05683 0.1 0.0 0.0
C 1.30538 0.41647 -2.87642 0.0 0.0 -0.1
H 3.05098 1.98271 0.12773 0.0 0.0 0.0
H 1.42883 2.17644 -0.56433 0.0 0.0 0.0
H 1.65902 2.21603 1.20444 0.0 0.0 0.0
H -0.15377 0.70842 0.57923 -0.1 0.1 0.0
H 0.41652 -0.90865 1.00962 -0.1 0.0 0.0
H -0.87087 -1.01573 -1.04636 0.0 0.0 0.0
H 0.81731 -1.42270 -1.38841 0.0 0.0 0.0
H 1.28388 -0.43591 -3.56386 0.0 0.0 0.0
H 2.22011 0.37705 -2.28016 0.0 0.0 0.0
H 1.30201 1.33851 -3.45573 0.0 0.0 0.0
C 1.81560 -4.23895 -2.52566 0.0 0.1 0.0
O 1.05674 -3.63567 -3.55938 0.0 -0.1 0.1
C 1.47874 -4.02543 -4.85735 -0.1 0.2 0.0
C 0.56497 -5.07100 -5.45353 0.1 -0.2 -0.1
O 0.63178 -6.29525 -4.74135 0.0 0.0 0.1
C -0.45869 -6.49475 -3.86142 0.0 0.0 0.0
H 1.31040 -4.04008 -1.58182 0.0 0.0 0.0
H 1.89767 -5.31966 -2.66082 0.0 0.0 0.0
H 2.81861 -3.80056 -2.48532 0.0 -0.1 0.0
H 2.50809 -4.39376 -4.83197 0.0 0.0 0.0
H 1.45397 -3.13302 -5.49085 0.0 0.0 0.0
H 0.88184 -5.27200 -6.48163 0.0 0.0 0.0
H -0.46308 -4.69854 -5.48248 0.0 0.0 0.0
H -1.37549 -6.70480 -4.42282 0.0 0.0 0.0
H -0.62074 -5.62727 -3.21698 0.0 0.0 0.0
H -0.22446 -7.35711 -3.24008 0.0 0.0 0.0
C -0.37340 5.20386 0.48547 0.1 -0.1 0.0
O -0.23227 4.64345 -0.80654 -0.1 0.1 0.1
C -1.29810 3.77098 -1.15328 0.3 -0.1 -0.2
C -2.28632 4.43383 -2.08341 -0.2 0.0 0.1
O -2.97337 5.50255 -1.45088 0.1 0.0 0.0
C -2.47475 6.77891 -1.80401 0.0 0.0 0.0
H 0.36539 5.99640 0.59017 0.1 0.0 0.0
H -1.36890 5.62778 0.63743 0.0 0.0 0.0
H -0.18138 4.44004 1.24864 -0.1 0.1 0.1
H -1.80832 3.41465 -0.25205 0.0 0.0 0.0
H -0.86045 2.90321 -1.65812 0.0 0.0 0.0
H -3.03622 3.69582 -2.38418 0.0 0.0 0.0
H -1.77558 4.78478 -2.98463 0.0 0.0 0.0
H -2.74256 7.02701 -2.83686 0.0 0.0 0.0
H -1.38941 6.83371 -1.68963 0.0 0.0 0.0
H -2.93673 7.50661 -1.13931 0.0 0.0 0.0
```
Forces are in eV/Å.

structure (SMILES): C[C@@H](O)CO[C@H]1OC(=O)O[C@H]1Br.COCCOC.COCCOC.COCCOC
charge: 0
energy above the lowest of the compared OMol25 structures with the same formula, charge and spin: 28.7 kJ/mol
HOMO-LUMO gap: 9.611 eV
HOMO level: -9.275 eV